11
Properties=species:S:1:pos:R:3:forces:R:3:nbo_charge:R:1 method="wB97M-V/def2-TZVPD" total_charge=0 multiplicity=1 smiles="c1sc#cc2ccc=2c#1" lumo_ha=-0.0149 gap_ev=7.51 e_tot_ev=-19155.0262
C -0.936 -0.216 0.112 -0.627 0.499 -0.649 0.00
C -0.594 -1.102 1.022 0.971 -1.184 1.345 -0.04
C 1.603 0.220 0.050 1.374 -0.980 1.130 -0.04
C 2.174 -0.537 0.871 0.117 0.711 -0.743 -0.24
C -1.581 0.560 -0.785 -0.092 -0.284 0.321 -0.21
C -0.422 1.246 -1.313 0.389 -0.007 0.057 -0.22
C 0.507 0.641 -0.543 -0.595 0.469 -0.545 0.00
C 0.276 -1.687 1.714 -0.990 0.173 -0.359 -0.26
S 1.929 -1.758 1.988 -0.477 0.467 -0.422 0.56
H -2.624 0.649 -1.032 -0.183 -0.072 0.019 0.23
H -0.332 1.985 -2.085 0.114 0.207 -0.153 0.23